(1)
The following is a quantum chemistry calculation of a structure of composition C5H11P at a distorted geometry, from the Open Molecules 2025 dataset.

Results
DFT total energy   -538.3378 hartree
Energy above the lowest of the compared OMol25 structures with the same formula, charge and spin   55.4 kcal per mole

Cartesian coordinates (Å):
P -2.221 0.694 0.477
C 0.570 0.704 -0.314
C -0.037 -0.086 0.738
C 2.035 1.233 0.003
C -2.696 -0.120 -0.959
C -0.045 -1.602 0.664
H 1.064 -1.807 0.682
H 2.311 2.165 -0.482
H -0.443 -2.047 -0.218
H -0.692 -2.038 1.398
H -2.037 -0.984 -1.415
H -3.681 -0.088 -1.243
H 0.009 1.660 -0.432
H 2.095 1.279 1.052
H 2.881 0.540 -0.427
H 0.515 0.232 -1.248
H 0.372 0.266 1.722

=====

(2)
The following is a quantum chemistry calculation of a cluster of 2 separate species, C5H11S in total, from the Open Molecules 2025 dataset.

Results
Total charge   -1
DFT total energy   -595.2819 hartree
Energy above the lowest of the compared OMol25 structures with the same formula, charge and spin   5.8 kcal per mole

Cartesian coordinates (Å):
S -0.545 -0.316 -2.788
C 0.406 0.137 1.729
C 1.321 0.959 2.235
C 1.436 1.255 3.703
C 0.046 -0.022 0.285
C -1.836 -1.519 -2.345
H -2.842 -1.091 -2.432
H -0.276 -0.357 2.425
H 2.449 1.040 4.064
H 1.236 2.305 3.944
H 0.221 -1.016 -0.126
H -1.026 0.136 0.135
H -1.812 -2.409 -2.983
H 1.882 1.588 1.548
H 0.537 0.703 -0.359
H -1.728 -1.904 -1.317
H 0.725 0.673 4.293

=====

Number 1: LUMO 0.277 eV. Number 2: LUMO 3.430 eV.